(1)
C17H61F3N26O16 | wB97M-V/def2-TZVPD

The highest occupied orbital energy (alpha / beta) comes out at -0.490 / -7.022 eV. The calculation puts the energy above the lowest of the compared OMol25 structures with the same formula, charge and spin at 85.8 kJ/mol. Its expectation value of S² is 0.751. As for the HOMO-LUMO gap (alpha / beta): 1.655 / 8.148 eV.

```
! wB97M-V def2-TZVPD RIJCOSX def2/J DEFGRID3
* xyz -1 2
O -3.22 -3.08 -1.91
H -2.44 -2.94 -1.37
H -3.92 -3.55 -1.46
H -2.95 -3.47 -2.75
C -0.37 -0.70 -0.60
O -0.45 -0.44 0.76
O -0.97 -1.92 -0.85
C -0.76 0.68 -1.40
F 0.18 1.62 -1.34
F -0.86 0.34 -2.63
F -1.99 1.20 -1.02
C 0.67 0.18 1.38
C 0.56 0.05 2.92
H -0.28 0.58 3.37
H 0.54 -0.99 3.23
H 1.49 0.52 3.25
H 0.54 1.22 1.08
H 1.61 -0.18 0.97
H 0.69 -0.94 -0.74
C -3.82 -3.06 1.64
O -4.39 -3.03 0.58
N -4.15 -2.49 2.74
N -2.67 -3.69 1.81
H -3.79 -2.85 3.61
H -5.05 -2.05 2.65
H -2.11 -3.91 1.00
H -2.27 -4.06 2.66
C 3.28 -0.59 6.96
O 3.64 -1.69 6.90
N 3.73 0.25 7.84
N 2.38 -0.05 6.22
H 3.23 1.11 8.02
H 4.34 0.03 8.61
H 1.97 -0.67 5.53
H 2.75 0.79 5.80
C -0.39 1.91 -5.51
O -1.46 2.04 -6.02
N 0.56 1.31 -6.01
N 0.06 2.46 -4.35
H 0.37 0.95 -6.94
H 1.40 1.31 -5.46
H -0.42 3.06 -3.70
H 0.87 2.07 -3.90
C 6.01 -2.04 0.17
O 6.47 -1.39 1.08
N 4.82 -2.01 -0.30
N 6.78 -2.91 -0.39
H 4.72 -2.46 -1.19
H 4.19 -1.30 0.05
H 6.60 -3.42 -1.24
H 7.62 -3.20 0.10
C 0.29 5.70 -0.56
O 1.18 6.29 0.04
N 0.06 4.46 -0.65
N -0.69 6.34 -1.09
H -0.57 4.17 -1.39
H 0.65 3.82 -0.14
H -0.79 7.30 -0.79
H -1.35 5.86 -1.68
C -3.10 1.44 2.39
O -3.93 2.03 2.99
N -2.97 0.18 2.31
N -2.29 2.08 1.58
H -2.34 -0.23 1.64
H -3.80 -0.31 2.61
H -1.61 1.44 1.20
H -2.14 3.07 1.69
C -3.08 4.07 -2.41
O -2.46 5.13 -2.72
N -3.97 3.93 -1.44
N -2.92 2.99 -3.17
H -4.07 4.69 -0.78
H -4.53 3.09 -1.36
H -2.47 3.08 -4.07
H -3.44 2.16 -2.89
C -0.93 -5.95 -0.71
O -2.04 -5.48 -0.77
N -0.73 -7.22 -0.67
N 0.07 -5.22 -0.20
H -1.55 -7.79 -0.79
H 0.21 -7.59 -0.62
H -0.04 -4.30 0.20
H 0.98 -5.65 -0.18
C -5.34 0.45 -1.66
O -6.52 0.41 -2.04
N -4.33 -0.05 -2.33
N -4.81 1.08 -0.64
H -3.34 0.03 -2.16
H -4.59 -0.79 -2.97
H -3.81 0.99 -0.60
H -5.33 1.49 0.13
C 3.40 1.93 -2.49
O 2.48 1.33 -2.96
N 3.42 3.18 -2.10
N 4.66 1.50 -2.43
H 4.23 3.55 -1.62
H 2.55 3.65 -1.90
H 5.18 2.19 -1.91
H 4.78 0.50 -2.38
C 0.01 4.23 3.01
O -1.10 4.64 2.60
N 0.24 3.24 3.79
N 1.15 4.65 2.58
H -0.55 2.68 4.07
H 1.19 3.08 4.11
H 1.05 5.53 2.10
H 2.03 4.17 2.67
C 1.52 -2.41 -4.17
O 2.40 -2.75 -4.93
N 0.65 -3.19 -3.53
N 1.51 -1.21 -3.69
H 1.02 -4.12 -3.61
H 0.34 -2.93 -2.60
H 0.70 -0.96 -3.14
H 2.01 -0.51 -4.21
C 2.09 -3.77 2.47
O 2.72 -4.66 3.00
N 0.95 -3.51 2.87
N 2.36 -3.15 1.35
H 0.55 -4.00 3.66
H 0.49 -2.77 2.35
H 3.23 -3.50 0.97
H 1.86 -2.39 0.92
*
```

***

(2)
C17H61F3N26O16 | wB97M-V/def2-TZVPD

The highest occupied orbital energy comes out at -8.429 eV. The calculation puts the energy above the lowest of the compared OMol25 structures with the same formula, charge and spin at 638.9 kJ/mol. As for the HOMO-LUMO gap: 8.098 eV.

```
! wB97M-V def2-TZVPD RIJCOSX def2/J DEFGRID3
* xyz 0 1
O -20.57 8.35 24.98
H -20.69 8.66 24.08
H -21.34 8.71 25.43
H -19.73 8.71 25.28
C -22.83 9.49 27.78
O -22.56 10.88 28.05
O -22.60 9.38 26.43
C -22.05 8.51 28.62
F -22.70 7.32 28.67
F -20.80 8.27 28.17
F -21.84 8.89 29.88
C -23.66 11.73 28.19
C -24.13 11.83 29.71
H -25.20 12.04 29.69
H -24.20 10.82 30.13
H -23.48 12.52 30.25
H -24.52 11.69 27.53
H -23.28 12.72 27.94
H -23.89 9.37 28.00
C -22.22 5.38 25.48
O -21.70 4.94 24.49
N -23.52 5.48 25.60
N -21.53 5.64 26.56
H -24.06 6.05 26.23
H -24.03 5.06 24.83
H -20.54 5.44 26.48
H -22.01 5.95 27.39
C -20.35 5.87 21.16
O -19.73 5.66 20.20
N -21.35 6.73 21.20
N -20.08 5.33 22.31
H -21.49 7.13 22.12
H -21.60 7.17 20.33
H -20.49 5.63 23.18
H -19.17 4.88 22.30
C -23.57 8.64 22.90
O -22.40 8.39 22.98
N -24.28 8.72 21.80
N -24.30 9.03 23.96
H -23.76 8.89 20.95
H -25.16 9.16 22.00
H -25.30 9.19 23.94
H -23.94 9.26 24.88
C -17.52 10.14 29.46
O -16.95 10.33 30.58
N -17.56 11.11 28.63
N -18.26 9.15 29.14
H -17.14 11.97 28.97
H -18.21 10.97 27.87
H -18.71 9.10 28.24
H -18.29 8.38 29.80
C -15.78 5.70 23.55
O -16.88 5.19 23.60
N -14.65 5.07 23.53
N -15.55 6.97 23.40
H -14.70 4.10 23.80
H -13.83 5.65 23.45
H -14.61 7.24 23.16
H -16.30 7.61 23.20
C -18.86 12.33 25.54
O -18.88 11.91 24.37
N -19.81 12.36 26.48
N -17.70 12.68 26.07
H -19.54 12.51 27.44
H -20.71 11.95 26.27
H -16.94 12.72 25.40
H -17.80 13.31 26.85
C -23.29 12.68 24.48
O -23.30 13.90 24.33
N -24.33 12.01 24.78
N -22.30 11.87 24.41
H -25.15 12.56 25.00
H -24.11 11.16 25.28
H -21.33 12.12 24.24
H -22.41 10.90 24.68
C -18.58 9.36 21.93
O -19.19 8.90 22.89
N -17.96 10.51 21.96
N -18.26 8.70 20.85
H -17.86 11.01 22.83
H -17.43 10.72 21.12
H -18.84 7.88 20.78
H -18.37 9.44 20.18
C -17.56 8.95 25.89
O -18.60 9.27 26.43
N -17.15 7.72 25.76
N -16.82 9.79 25.34
H -16.40 7.43 25.16
H -17.68 7.03 26.28
H -15.96 9.57 24.86
H -17.26 10.69 25.52
C -20.27 5.30 30.16
O -21.05 4.42 29.78
N -19.55 5.90 29.20
N -19.84 5.33 31.40
H -19.25 5.33 28.43
H -19.00 6.67 29.54
H -20.13 4.67 32.10
H -19.20 6.05 31.70
C -22.45 13.43 20.66
O -21.55 13.33 19.89
N -22.56 12.42 21.44
N -23.42 14.34 20.83
H -23.06 12.32 22.32
H -21.70 11.88 21.44
H -24.20 14.08 21.40
H -23.17 15.27 20.50
C -17.45 4.17 26.95
O -18.34 5.00 26.75
N -17.48 3.41 28.02
N -16.52 3.87 26.04
H -18.31 3.55 28.58
H -16.60 3.08 28.37
H -15.58 3.72 26.38
H -16.70 4.14 25.09
C -26.78 6.49 27.24
O -26.87 5.59 26.40
N -27.21 6.44 28.45
N -26.39 7.71 26.81
H -27.57 5.55 28.75
H -26.75 7.05 29.12
H -25.92 7.62 25.92
H -26.91 8.51 27.14
*
```

***

(3)
C17H64N18O15 | wB97M-V/def2-TZVPD

The highest occupied orbital energy comes out at -8.303 eV. The calculation puts the energy above the lowest of the compared OMol25 structures with the same formula, charge and spin at 282.0 kJ/mol. As for the HOMO-LUMO gap: 8.235 eV.

```
! wB97M-V def2-TZVPD RIJCOSX def2/J DEFGRID3
* xyz 0 1
C 0.77 -0.56 -0.27
C 0.49 0.73 -1.04
O 0.27 1.90 -0.26
H 1.31 -0.45 0.61
H 1.42 -1.24 -0.83
H -0.16 -1.04 -0.01
H -0.39 0.56 -1.68
H 1.40 0.85 -1.62
H 1.08 2.23 0.04
C -1.04 3.32 3.64
C 0.22 3.32 2.75
O 0.81 2.01 2.60
H -1.42 4.32 3.69
H -0.86 3.04 4.67
H -1.80 2.65 3.20
H 1.00 3.92 3.25
H -0.02 3.72 1.78
H 0.06 1.41 2.28
C -3.51 1.10 -2.13
O -4.26 2.11 -1.52
N -2.86 0.26 -1.37
N -3.37 0.90 -3.42
H -2.71 0.54 -0.38
H -2.21 -0.48 -1.71
H -3.79 1.56 -4.09
H -2.71 0.24 -3.90
C 3.40 -3.76 1.56
O 3.87 -4.58 0.52
N 2.75 -2.67 1.32
N 3.22 -4.12 2.80
H 2.94 -2.17 0.42
H 2.41 -2.07 2.09
H 3.61 -5.04 3.15
H 2.88 -3.50 3.57
C -1.29 4.92 -0.42
O -1.53 6.00 0.47
N -2.22 4.03 -0.56
N -0.21 4.74 -1.23
H -3.00 4.14 0.08
H -2.27 3.22 -1.15
H 0.72 5.20 -0.92
H -0.05 3.88 -1.74
C -0.28 -4.84 1.79
O -1.50 -5.46 1.76
N -0.07 -3.65 1.21
N 0.77 -5.35 2.38
H -0.90 -3.17 0.90
H 0.88 -3.30 1.27
H 0.60 -6.12 3.07
H 1.75 -4.85 2.38
C -0.93 -1.28 -3.70
O 0.44 -1.11 -3.69
N -1.61 -1.83 -2.74
N -1.76 -0.85 -4.62
H -1.04 -2.41 -2.05
H -2.61 -2.05 -2.74
H -1.52 -0.17 -5.39
H -2.43 -1.52 -5.01
C 2.44 6.53 0.54
O 2.40 5.88 1.75
N 2.24 5.81 -0.54
N 2.53 7.83 0.42
H 2.39 4.80 -0.45
H 2.03 6.18 -1.42
H 2.81 8.31 1.33
H 3.11 8.17 -0.39
C 1.30 -2.28 4.18
O 0.24 -3.14 4.41
N 2.48 -2.44 4.74
N 1.23 -1.16 3.56
H 2.52 -3.27 5.35
H 3.26 -1.79 4.83
H 0.30 -1.09 3.03
H 2.01 -0.44 3.60
C -3.42 -2.82 -0.31
O -2.29 -2.25 0.28
N -4.13 -2.13 -1.19
N -3.92 -3.95 -0.02
H -3.79 -1.17 -1.33
H -5.15 -2.17 -1.16
H -3.45 -4.40 0.75
H -4.74 -4.32 -0.55
C -2.03 0.37 1.87
O -0.91 -0.35 2.18
N -3.13 0.28 2.62
N -2.13 1.33 0.99
H -3.04 -0.50 3.26
H -3.99 0.76 2.47
H -1.25 1.53 0.49
H -2.92 2.00 1.02
C -0.71 2.56 -3.62
O 0.57 3.20 -3.39
H -1.40 2.79 -2.74
H -0.62 1.49 -3.67
H -1.17 2.87 -4.51
H 1.13 2.50 -3.81
C 2.82 -3.32 -2.45
O 3.90 -3.28 -3.35
H 2.68 -4.29 -1.89
H 1.91 -2.97 -3.00
H 2.84 -2.57 -1.66
H 4.66 -3.55 -2.82
C -0.49 -4.97 -1.95
O -0.06 -3.71 -1.40
H -0.07 -5.14 -2.99
H -1.54 -4.98 -2.05
H -0.12 -5.78 -1.30
H 0.07 -3.73 -0.41
C 3.27 2.45 0.60
O 2.74 3.04 -0.57
H 3.14 1.38 0.57
H 2.88 2.72 1.57
H 4.33 2.72 0.62
H 3.41 3.24 -1.20
*
```

***

(4)
C17H64N32O19 | wB97M-V/def2-TZVPD

The highest occupied orbital energy comes out at -5.598 eV. The calculation puts the energy above the lowest of the compared OMol25 structures with the same formula, charge and spin at 0.0 kJ/mol. As for the HOMO-LUMO gap: 8.359 eV.

```
! wB97M-V def2-TZVPD RIJCOSX def2/J DEFGRID3
* xyz -2 1
C -9.94 16.63 -9.84
O -11.16 16.70 -9.49
O -9.08 16.94 -9.02
O -9.65 16.33 -11.03
C -10.59 15.18 -2.62
O -10.79 15.53 -1.47
N -11.06 15.94 -3.58
N -9.97 14.13 -2.93
H -11.62 16.73 -3.29
H -10.98 15.73 -4.57
H -9.99 13.46 -2.18
H -9.91 13.90 -3.92
C -10.17 14.09 -6.64
O -10.38 13.23 -5.76
N -9.10 14.74 -7.01
N -11.10 14.38 -7.49
H -9.14 15.38 -7.79
H -8.24 14.38 -6.60
H -10.96 15.09 -8.19
H -12.03 14.04 -7.28
C -6.45 19.41 -15.36
O -7.02 19.33 -16.43
N -6.75 18.75 -14.28
N -5.41 20.20 -15.09
H -6.34 19.11 -13.43
H -7.52 18.11 -14.27
H -4.90 20.12 -14.22
H -5.36 21.07 -15.61
C -12.43 14.12 -12.06
O -12.86 13.04 -12.54
N -12.96 14.93 -11.18
N -11.20 14.38 -12.27
H -13.81 14.64 -10.72
H -12.30 15.62 -10.83
H -10.83 13.99 -13.13
H -10.78 15.16 -11.78
C -9.20 18.61 -5.83
O -9.40 19.23 -4.77
N -9.52 19.07 -7.00
N -8.56 17.45 -5.93
H -9.82 20.03 -7.05
H -9.32 18.42 -7.75
H -8.36 16.82 -5.17
H -8.53 17.06 -6.86
C -12.20 19.86 -10.42
O -12.52 21.05 -10.69
N -12.11 19.30 -9.31
N -12.02 18.95 -11.35
H -11.92 18.31 -9.27
H -12.27 19.86 -8.48
H -11.55 18.13 -10.99
H -11.90 19.40 -12.25
C -16.40 13.53 -10.14
O -15.49 14.37 -9.94
N -17.56 13.68 -9.63
N -16.28 12.56 -10.98
H -17.63 14.53 -9.08
H -18.25 12.97 -9.81
H -15.39 12.40 -11.44
H -16.98 11.84 -11.04
C -9.12 16.02 -14.31
O -8.96 15.76 -15.51
N -8.44 15.40 -13.40
N -9.72 17.02 -13.77
H -7.74 14.69 -13.53
H -8.79 15.68 -12.49
H -10.34 17.63 -14.28
H -9.92 16.89 -12.78
C -8.77 21.45 -13.82
O -8.38 21.81 -12.73
N -8.50 22.03 -14.96
N -9.60 20.50 -13.94
H -7.77 22.71 -15.09
H -9.09 21.91 -15.77
H -9.64 19.89 -13.14
H -9.88 20.07 -14.81
C -14.04 16.76 -7.15
O -14.98 16.55 -6.42
N -13.16 17.61 -6.90
N -13.83 16.35 -8.34
H -13.27 18.26 -6.13
H -12.35 17.61 -7.50
H -13.04 16.74 -8.83
H -14.54 15.80 -8.80
C -14.09 15.34 -14.97
O -14.14 15.22 -16.14
N -15.00 14.75 -14.13
N -13.45 16.24 -14.34
H -15.00 14.90 -13.13
H -15.57 14.04 -14.57
H -13.14 16.93 -15.01
H -13.18 16.10 -13.38
C -7.54 20.38 -9.83
O -7.35 21.57 -9.70
N -6.98 19.42 -9.09
N -8.08 19.80 -10.90
H -6.47 19.70 -8.27
H -7.41 18.50 -9.12
H -7.92 18.81 -11.01
H -8.11 20.38 -11.73
C -16.02 17.48 -11.91
O -16.00 18.25 -12.88
N -16.69 16.37 -11.69
N -15.02 17.45 -11.08
H -17.27 15.92 -12.39
H -16.32 15.77 -10.97
H -14.36 18.21 -11.10
H -15.33 17.13 -10.17
C -13.27 11.03 -9.72
O -13.17 10.18 -8.90
N -13.25 10.90 -11.00
N -13.33 12.34 -9.43
H -13.28 9.95 -11.34
H -13.05 11.66 -11.63
H -13.63 13.03 -10.10
H -13.44 12.44 -8.43
C -6.01 16.02 -10.35
O -4.86 15.69 -10.73
N -6.85 16.73 -11.08
N -6.39 16.03 -9.10
H -7.83 16.59 -10.87
H -6.51 16.78 -12.03
H -7.37 16.26 -9.04
H -5.84 15.66 -8.34
C -8.56 12.71 -10.27
O -8.13 11.65 -9.76
N -9.61 13.27 -9.85
N -8.15 13.19 -11.38
H -9.77 14.21 -10.21
H -10.14 13.05 -9.02
H -7.42 12.68 -11.86
H -8.75 13.84 -11.88
*
```

***

Please write out number 3 again, unchanged.
C17H64N18O15 | wB97M-V/def2-TZVPD

The highest occupied orbital energy comes out at -8.303 eV. The calculation puts the energy above the lowest of the compared OMol25 structures with the same formula, charge and spin at 282.0 kJ/mol. As for the HOMO-LUMO gap: 8.235 eV.

```
! wB97M-V def2-TZVPD RIJCOSX def2/J DEFGRID3
* xyz 0 1
C 0.77 -0.56 -0.27
C 0.49 0.73 -1.04
O 0.27 1.90 -0.26
H 1.31 -0.45 0.61
H 1.42 -1.24 -0.83
H -0.16 -1.04 -0.01
H -0.39 0.56 -1.68
H 1.40 0.85 -1.62
H 1.08 2.23 0.04
C -1.04 3.32 3.64
C 0.22 3.32 2.75
O 0.81 2.01 2.60
H -1.42 4.32 3.69
H -0.86 3.04 4.67
H -1.80 2.65 3.20
H 1.00 3.92 3.25
H -0.02 3.72 1.78
H 0.06 1.41 2.28
C -3.51 1.10 -2.13
O -4.26 2.11 -1.52
N -2.86 0.26 -1.37
N -3.37 0.90 -3.42
H -2.71 0.54 -0.38
H -2.21 -0.48 -1.71
H -3.79 1.56 -4.09
H -2.71 0.24 -3.90
C 3.40 -3.76 1.56
O 3.87 -4.58 0.52
N 2.75 -2.67 1.32
N 3.22 -4.12 2.80
H 2.94 -2.17 0.42
H 2.41 -2.07 2.09
H 3.61 -5.04 3.15
H 2.88 -3.50 3.57
C -1.29 4.92 -0.42
O -1.53 6.00 0.47
N -2.22 4.03 -0.56
N -0.21 4.74 -1.23
H -3.00 4.14 0.08
H -2.27 3.22 -1.15
H 0.72 5.20 -0.92
H -0.05 3.88 -1.74
C -0.28 -4.84 1.79
O -1.50 -5.46 1.76
N -0.07 -3.65 1.21
N 0.77 -5.35 2.38
H -0.90 -3.17 0.90
H 0.88 -3.30 1.27
H 0.60 -6.12 3.07
H 1.75 -4.85 2.38
C -0.93 -1.28 -3.70
O 0.44 -1.11 -3.69
N -1.61 -1.83 -2.74
N -1.76 -0.85 -4.62
H -1.04 -2.41 -2.05
H -2.61 -2.05 -2.74
H -1.52 -0.17 -5.39
H -2.43 -1.52 -5.01
C 2.44 6.53 0.54
O 2.40 5.88 1.75
N 2.24 5.81 -0.54
N 2.53 7.83 0.42
H 2.39 4.80 -0.45
H 2.03 6.18 -1.42
H 2.81 8.31 1.33
H 3.11 8.17 -0.39
C 1.30 -2.28 4.18
O 0.24 -3.14 4.41
N 2.48 -2.44 4.74
N 1.23 -1.16 3.56
H 2.52 -3.27 5.35
H 3.26 -1.79 4.83
H 0.30 -1.09 3.03
H 2.01 -0.44 3.60
C -3.42 -2.82 -0.31
O -2.29 -2.25 0.28
N -4.13 -2.13 -1.19
N -3.92 -3.95 -0.02
H -3.79 -1.17 -1.33
H -5.15 -2.17 -1.16
H -3.45 -4.40 0.75
H -4.74 -4.32 -0.55
C -2.03 0.37 1.87
O -0.91 -0.35 2.18
N -3.13 0.28 2.62
N -2.13 1.33 0.99
H -3.04 -0.50 3.26
H -3.99 0.76 2.47
H -1.25 1.53 0.49
H -2.92 2.00 1.02
C -0.71 2.56 -3.62
O 0.57 3.20 -3.39
H -1.40 2.79 -2.74
H -0.62 1.49 -3.67
H -1.17 2.87 -4.51
H 1.13 2.50 -3.81
C 2.82 -3.32 -2.45
O 3.90 -3.28 -3.35
H 2.68 -4.29 -1.89
H 1.91 -2.97 -3.00
H 2.84 -2.57 -1.66
H 4.66 -3.55 -2.82
C -0.49 -4.97 -1.95
O -0.06 -3.71 -1.40
H -0.07 -5.14 -2.99
H -1.54 -4.98 -2.05
H -0.12 -5.78 -1.30
H 0.07 -3.73 -0.41
C 3.27 2.45 0.60
O 2.74 3.04 -0.57
H 3.14 1.38 0.57
H 2.88 2.72 1.57
H 4.33 2.72 0.62
H 3.41 3.24 -1.20
*
```

***

Q: Number 4 is which compound?
A: C17H64N32O19

***

Q: Number 1 is which compound?
A: C17H61F3N26O16